The following is a DFT calculation (ωB97M-V/def2-TZVPD) of a molecular structure, C20H46CeOP4.

Atoms and positions in Å:
Ce (0.0341, 0.1797, -0.2841)
P (0.3088, -2.3545, -1.6051)
P (2.7861, -0.0954, 0.6697)
P (-2.6451, 0.4624, -1.3058)
H (1.6902, 2.4654, -1.1901)
C (0.6238, 2.5453, -0.9458)
C (0.1565, 2.7106, 0.3597)
H (0.8146, 2.7473, 1.2320)
C (0.9571, -1.9397, -3.2684)
C (1.4911, -3.5841, -0.9404)
C (-1.2084, -3.3278, -1.9313)
C (3.4526, 1.4235, 1.4946)
C (3.4110, -1.4127, 1.7666)
C (3.8917, -0.2267, -0.7967)
C (-3.3128, 2.1450, -0.9699)
C (-4.0289, -0.6502, -0.9097)
C (-2.5278, 0.4278, -3.1396)
H (-0.0219, 2.6614, -1.8267)
H (-0.8866, 2.9717, 0.5886)
H (1.1652, -2.8120, -3.9028)
H (1.8937, -1.3734, -3.1790)
H (0.2640, -1.2983, -3.8274)
H (1.5898, -4.5056, -1.5283)
H (1.1762, -3.8795, 0.0695)
H (2.4915, -3.1478, -0.8332)
H (-1.0591, -4.2530, -2.5019)
H (-1.9529, -2.7242, -2.4644)
H (-1.6723, -3.6149, -0.9784)
H (4.5544, 1.3905, 1.5202)
H (3.0523, 1.4776, 2.5188)
H (3.1015, 2.3180, 0.9507)
H (4.5131, -1.4732, 1.7353)
H (2.9944, -2.3773, 1.4522)
H (3.0776, -1.2270, 2.7988)
H (4.9390, -0.1178, -0.4835)
H (3.6398, 0.5603, -1.5211)
H (3.7439, -1.1954, -1.2924)
H (-4.1835, 2.3671, -1.6017)
H (-2.5256, 2.8971, -1.1430)
H (-3.6141, 2.2140, 0.0845)
H (-4.9315, -0.4213, -1.4981)
H (-4.2737, -0.5704, 0.1600)
H (-3.7407, -1.6905, -1.1158)
H (-3.4812, 0.7273, -3.5990)
H (-2.2549, -0.5723, -3.5011)
H (-1.7418, 1.1227, -3.4698)
C (-0.9017, 0.1845, -6.8666)
C (-0.3475, 0.2393, -8.1834)
C (-0.2308, 1.5185, -8.7466)
C (-0.7060, 2.6755, -8.0800)
C (-1.4429, 2.5106, -6.8907)
C (-1.6588, 1.2435, -6.3507)
O (-0.6136, -0.7815, -5.9088)
H (-0.2014, -1.5693, -6.3275)
H (-0.0082, -0.6376, -8.7580)
H (0.2656, 1.6784, -9.7151)
H (-0.5291, 3.7024, -8.4714)
H (-1.8551, 3.3747, -6.3566)
H (-2.3141, 1.0746, -5.4956)
C (-0.2871, -1.2976, 4.1898)
P (-0.8213, -0.8889, 2.5107)
C (-1.7096, -2.4641, 2.1516)
C (-2.1516, 0.3132, 2.9829)
H (0.4422, -2.1132, 4.1774)
H (-1.1549, -1.6115, 4.7870)
H (0.1907, -0.4399, 4.6688)
H (-2.2967, -2.7628, 3.0343)
H (-2.3514, -2.3857, 1.2594)
H (-0.9462, -3.2349, 1.9453)
H (-2.7765, -0.1157, 3.7874)
H (-1.6392, 1.2169, 3.3661)
H (-2.7663, 0.6149, 2.1167)

Cartesian forces, eV/Å:
Ce -0.370 -2.439 1.479
P 0.321 -1.658 -1.436
P 1.828 0.239 0.548
P -1.648 0.342 -0.825
H -0.145 -0.151 0.325
C -0.555 2.276 2.287
C 0.974 1.581 -2.617
H 0.135 -0.272 -0.289
C 0.156 0.335 -0.177
C 0.218 0.009 0.637
C -0.568 0.077 0.328
C -0.537 0.023 -0.135
C -0.221 -0.355 0.140
C -0.399 -0.010 -0.134
C 0.317 0.027 0.264
C -0.139 -0.342 0.232
C 0.276 -0.042 0.220
H -0.104 -0.095 0.342
H 0.198 -0.319 -0.337
H -0.109 0.020 0.367
H -0.058 -0.150 0.043
H -0.059 -0.089 0.096
H -0.247 0.361 -0.143
H -0.013 0.026 -0.185
H -0.182 -0.011 -0.135
H 0.338 0.297 0.052
H 0.227 -0.041 -0.007
H 0.153 0.022 -0.107
H -0.458 0.063 -0.008
H 0.230 -0.010 -0.267
H 0.421 -0.235 0.207
H -0.469 0.139 0.014
H 0.187 0.119 0.099
H 0.165 -0.027 -0.304
H -0.275 -0.050 -0.138
H 0.234 -0.118 0.098
H 0.176 0.201 0.116
H 0.268 -0.095 0.114
H -0.386 -0.129 -0.085
H 0.003 0.004 -0.240
H 0.361 0.060 0.154
H 0.015 -0.024 -0.302
H -0.103 0.244 0.045
H 0.237 -0.071 0.208
H -0.085 0.220 0.015
H -0.235 -0.138 -0.009
C 0.175 0.406 -0.587
C -0.170 0.487 0.988
C -0.356 0.855 0.040
C 0.001 -0.223 0.390
C -0.207 0.267 -0.582
C 0.959 0.118 -0.314
O -0.083 -1.389 -0.869
H -0.426 0.695 0.109
H 0.059 0.407 0.700
H -0.318 -0.398 0.468
H -0.134 -1.086 0.215
H -0.002 -0.251 -0.486
H 0.500 0.140 -0.248
C 0.999 -0.029 0.312
P -1.261 -0.135 0.365
C 0.211 0.029 -0.488
C 0.284 0.204 -0.331
H -0.106 0.057 0.031
H 0.175 0.142 -0.275
H -0.087 -0.056 0.026
H 0.109 0.089 -0.409
H 0.052 -0.042 0.350
H -0.334 0.183 0.171
H 0.183 0.239 -0.468
H -0.343 -0.368 -0.059
H 0.050 -0.155 0.396

Multiplicity: 2
Total energy, Ha: -2704.423575
LUMO energy (alpha / beta), eV: -11.10 / -11.06
Total charge: +3
Orbital gap (alpha / beta), hartree: 0.117 / 0.119
Highest occupied orbital energy (alpha / beta), eV: -14.289 / -14.289

The following is a DFT calculation (ωB97M-V/def2-TZVPD) of 3 unconnected molecules or ions with the total composition C20H46ClN6O2P2S.

Atoms and positions in Å:
C (3.0818, 1.4735, 1.0824)
C (1.7586, 0.7454, 1.0028)
C (1.7109, -0.4818, 0.3440)
C (0.5350, -1.2011, 0.2453)
C (-0.6271, -0.6930, 0.8093)
C (-0.5993, 0.5138, 1.4716)
C (0.5857, 1.2487, 1.5644)
C (0.5516, 2.5853, 2.2595)
S (-0.6611, 3.6657, 1.4242)
Cl (0.3042, 4.8499, 0.1677)
H (3.8592, 0.7154, 1.0218)
H (3.1870, 1.9303, 2.0685)
H (3.2083, 2.2393, 0.3185)
H (2.6220, -0.8647, -0.1060)
H (0.5304, -2.1416, -0.2874)
H (-1.5658, -1.2246, 0.7356)
H (-1.5084, 0.9006, 1.9301)
H (0.2555, 2.5092, 3.3048)
H (1.4888, 3.1268, 2.1457)
H (-1.3428, 2.8260, 0.6125)
O (-4.2575, 0.4667, 2.2534)
P (-5.5445, 1.1774, 2.5539)
N (-6.6985, -0.0737, 2.6639)
C (-7.1958, -0.7542, 1.4795)
C (-6.3972, -1.0070, 3.7415)
N (-5.6737, 2.1446, 1.1496)
C (-6.8546, 2.2769, 0.3216)
C (-4.4672, 2.2687, 0.3557)
N (-6.4726, 2.3262, 3.4787)
C (-5.6603, 3.0496, 4.4717)
C (-7.7853, 2.0214, 4.0398)
H (-8.0157, -1.4138, 1.7692)
H (-6.4310, -1.3524, 0.9672)
H (-7.6269, -0.0514, 0.7714)
H (-6.2512, -0.4658, 4.6828)
H (-5.4909, -1.5914, 3.5463)
H (-7.2331, -1.6906, 3.8911)
H (-6.9364, 1.4618, -0.4061)
H (-6.8182, 3.2157, -0.2367)
H (-7.7651, 2.3135, 0.9199)
H (-4.3046, 1.4026, -0.3000)
H (-3.5974, 2.3669, 1.0055)
H (-4.5122, 3.1651, -0.2694)
H (-5.3911, 2.4187, 5.3253)
H (-6.1940, 3.9245, 4.8416)
H (-4.7337, 3.4024, 4.0081)
H (-7.7564, 1.3081, 4.8702)
H (-8.4610, 1.6417, 3.2808)
H (-8.2076, 2.9572, 4.4122)
O (4.6470, -1.8699, -1.2382)
P (5.1095, -1.9962, -2.6593)
N (6.2943, -3.2268, -2.5969)
C (7.6162, -2.9787, -2.0475)
C (5.7460, -4.4963, -2.1416)
N (5.7257, -0.4264, -2.9147)
C (7.0189, -0.1155, -3.4846)
C (5.3267, 0.5808, -1.9454)
N (4.7821, -2.1901, -4.3618)
C (3.3420, -2.1828, -4.6686)
C (5.4624, -3.1740, -5.1970)
H (8.2454, -3.8519, -2.2313)
H (7.6088, -2.7749, -0.9687)
H (8.1084, -2.1553, -2.5585)
H (4.8689, -4.7674, -2.7398)
H (5.4383, -4.4650, -1.0900)
H (6.4807, -5.2915, -2.2713)
H (7.8156, -0.1501, -2.7325)
H (7.0090, 0.8918, -3.9086)
H (7.2736, -0.7884, -4.3043)
H (5.9303, 0.5310, -1.0285)
H (4.2848, 0.4448, -1.6690)
H (5.4266, 1.5820, -2.3715)
H (2.8481, -3.1103, -4.3588)
H (3.1768, -2.0422, -5.7366)
H (2.8555, -1.3520, -4.1490)
H (5.1805, -4.2101, -4.9794)
H (6.5405, -3.0845, -5.1150)
H (5.1969, -2.9625, -6.2353)

Cartesian forces, eV/Å:
C -0.309 -0.422 0.630
C 0.178 0.360 -0.168
C 0.137 -0.027 -0.050
C 0.025 0.167 -0.059
C -0.343 -0.216 -0.071
C 0.063 0.407 0.209
C 0.027 -0.357 -0.069
C 0.321 -0.733 -1.010
S -0.834 0.830 1.090
Cl 0.146 -0.299 -0.201
H 0.240 0.238 -0.268
H 0.164 0.131 -0.064
H 0.067 -0.072 -0.104
H 0.014 -0.080 0.028
H -0.049 -0.050 0.036
H 0.013 -0.072 0.029
H -0.119 -0.196 0.019
H -0.260 0.345 -0.019
H -0.004 0.083 0.236
H 0.454 -0.203 -0.233
O 0.969 1.164 2.437
P -3.232 -0.658 -3.575
N -0.365 0.233 -0.204
C 0.117 0.000 -0.246
C 0.197 0.135 0.242
N 0.662 -0.200 -0.230
C -0.337 0.407 0.267
C 0.178 -0.269 -0.317
N 1.782 -0.477 1.650
C 0.170 0.227 -0.299
C -0.165 -0.335 0.112
H 0.097 -0.078 0.104
H -0.025 -0.021 0.005
H 0.125 0.005 0.020
H 0.052 -0.014 -0.031
H -0.033 -0.031 0.001
H -0.060 0.052 -0.063
H -0.011 0.049 -0.025
H 0.059 0.014 0.025
H 0.049 -0.116 0.093
H 0.119 0.043 -0.028
H -0.009 -0.090 0.005
H -0.227 0.010 0.027
H -0.054 0.066 0.073
H -0.053 -0.010 -0.051
H -0.014 -0.019 -0.009
H -0.040 0.020 0.008
H 0.094 -0.082 -0.034
H 0.155 0.053 0.016
O -2.585 -0.721 -1.002
P 4.707 1.192 -0.399
N 0.306 0.177 -0.362
C 0.067 0.204 0.165
C -0.332 -0.018 -0.040
N -0.196 0.263 0.652
C -0.081 -0.045 -0.598
C 0.111 -0.067 0.416
N -2.090 -0.958 0.891
C -0.020 0.421 0.066
C 0.158 -0.338 0.088
H -0.105 -0.094 0.082
H 0.023 -0.022 -0.004
H -0.102 0.027 0.074
H -0.013 0.028 0.055
H 0.032 -0.031 -0.002
H 0.061 0.059 -0.051
H 0.006 0.052 -0.033
H -0.061 0.010 0.024
H -0.046 -0.124 0.080
H -0.050 0.115 0.039
H 0.014 0.012 0.053
H 0.133 -0.082 -0.161
H -0.029 -0.028 -0.108
H 0.073 0.011 -0.010
H 0.021 -0.012 0.012
H 0.018 -0.006 -0.046
H -0.015 -0.003 0.129
H -0.138 0.068 0.058

Multiplicity: 1
Total energy, Ha: -2809.443259
LUMO energy, eV: -4.69
Total charge: +1
Orbital gap, hartree: 0.200
Highest occupied orbital energy, eV: -10.141

Strongest force on any atom values, unit eV/Å, following the record order: 3.3, 4.9.